(1)
{
  "formula": "CH5S3",
  "method": "ωB97M-V with the def2-TZVPD basis set",
  "elements": ["C", "S", "H", "H", "H", "H", "H", "S", "S"],
  "xyz": [[-1.426, -0.531, -0.626], [-0.301, 1.551, 1.279], [-1.685, 0.403, -1.122], [3.235, 0.531, -0.492], [-2.229, -1.257, -0.785], [-0.496, -0.936, -1.024], [1.420, 0.532, 0.971], [-1.234, -0.318, 1.168], [2.716, 0.024, 0.631]],
  "forces_ev_per_a": [[0.08, -0.39, 0.22], [-0.15, -0.53, 0.09], [0.05, 0.07, 0.15], [-0.79, 0.53, -0.13], [0.03, -0.03, -0.04], [-0.02, 0.14, -0.22], [0.20, 0.91, -0.90], [-0.15, 0.57, -0.11], [0.75, -1.26, 0.93]],
  "nbo_charge": [-0.75, -0.65, 0.21, 0.12, 0.19, 0.20, 0.21, -0.03, -0.51],
  "homo_lumo_gap_ev": 6.310,
  "energy_ev": -33624.994,
  "e_above_lowest_ev": 0.310,
  "charge": -1
}



(2)
{
  "formula": "C35H41N8V",
  "method": "ωB97M-V with the def2-TZVPD basis set",
  "elements": ["H", "C", "C", "H", "H", "H", "C", "H", "H", "C", "C", "H", "C", "H", "H", "C", "H", "C", "H", "H", "H", "C", "H", "C", "H", "C", "H", "C", "H", "N", "N", "H", "C", "H", "H", "H", "C", "H", "H", "C", "C", "H", "C", "C", "C", "H", "V", "C", "N", "C", "C", "C", "H", "N", "H", "N", "C", "C", "N", "H", "N", "H", "H", "N", "H", "H", "C", "C", "H", "H", "C", "H", "H", "H", "C", "C", "H", "C", "H", "H", "C", "C", "H", "C", "C"],
  "xyz": [[-1.073, -2.659, 4.091], [-1.181, -0.148, -2.435], [-2.665, -0.393, -2.632], [2.823, -0.020, -1.844], [-3.754, 3.538, 0.349], [3.493, 2.750, -5.792], [1.315, 2.127, 0.266], [-0.651, -1.079, -4.303], [1.183, 3.173, 0.514], [-0.138, -0.967, 6.454], [-1.126, -3.852, 1.769], [2.829, 4.435, -0.766], [3.263, 4.472, -2.864], [2.879, 0.451, 7.058], [-2.635, 0.430, 4.114], [-3.275, 2.187, 2.055], [-2.502, 1.685, -1.080], [-0.658, -2.528, -2.685], [1.046, -0.533, 3.321], [-2.031, -3.583, 2.304], [0.822, -2.876, -1.319], [-1.006, -4.950, 0.928], [-2.441, -2.912, -3.806], [-2.630, 1.659, -0.007], [-0.931, -0.242, -1.381], [-0.110, -1.007, 5.064], [0.895, -0.424, 8.251], [0.933, -0.448, 7.170], [-3.206, -2.750, -0.287], [-2.880, -1.851, -0.628], [0.646, -0.128, 0.719], [-2.167, -1.578, 4.919], [3.545, 3.577, -5.096], [2.137, -3.890, 1.085], [0.247, 1.388, -2.661], [-0.611, -3.286, -0.762], [-2.586, 0.975, 2.028], [4.370, 6.866, -4.920], [-3.697, 2.661, 2.929], [3.959, 4.829, -5.488], [0.167, -3.211, 1.887], [-2.897, -0.381, -3.703], [2.045, 0.044, 6.501], [-1.269, -1.611, 4.301], [2.032, 1.709, -0.843], [1.581, -1.612, -0.360], [-0.856, -1.362, 1.134], [-3.034, -1.785, -2.093], [2.752, 2.257, -3.097], [3.688, 5.745, -3.246], [-0.368, -1.132, -3.245], [1.008, -0.508, 4.402], [-3.444, -1.133, -0.183], [-1.530, -0.919, 3.015], [0.534, -2.755, 2.802], [-2.181, 0.639, 0.753], [1.495, -0.542, -0.243], [2.184, 0.341, -1.049], [2.840, 3.952, -1.648], [2.946, 0.390, 4.586], [-0.768, 1.275, -2.783], [-1.008, -1.343, 6.983], [-0.150, -3.256, -3.324], [-0.145, -2.571, -1.316], [-4.075, -1.957, -2.381], [3.746, 6.569, -2.547], [-3.301, 2.638, 0.735], [3.193, 3.402, -3.755], [-0.996, 1.512, -3.750], [-2.352, -3.821, -2.310], [0.632, 1.185, 1.012], [0.772, -5.857, -0.076], [-3.281, 0.362, -2.148], [4.243, 5.000, -6.518], [2.080, 0.012, 5.114], [-2.260, 0.141, 3.131], [-0.010, 1.482, 1.830], [-2.155, -2.840, -2.752], [-1.216, 1.961, -2.170], [0.703, -0.919, -3.171], [4.033, 5.899, -4.571], [2.571, 2.632, -1.861], [-1.810, -5.611, 0.631], [1.065, -4.039, 1.136], [0.364, -5.081, 0.558]],
  "forces_ev_per_a": [[0.02, -0.05, 0.02], [0.08, 0.22, 0.11], [-0.08, 0.00, -0.08], [-0.04, 0.03, 0.02], [0.00, -0.03, 0.02], [0.01, 0.02, 0.02], [-0.30, 0.14, 0.12], [0.03, 0.00, 0.04], [0.05, -0.03, -0.02], [0.00, 0.01, 0.01], [0.07, 0.02, 0.08], [0.03, -0.03, 0.02], [0.00, 0.16, 0.26], [-0.01, -0.01, 0.00], [-0.02, 0.03, -0.01], [-0.04, 0.16, -0.09], [-0.14, -0.04, 0.28], [-0.12, -0.04, -0.05], [0.01, 0.00, -0.03], [0.00, 0.04, 0.02], [-0.12, -0.17, -0.13], [0.08, 0.11, -0.11], [0.02, -0.02, 0.03], [0.06, 0.18, 0.02], [-0.02, 0.01, 0.05], [0.04, 0.01, -0.02], [-0.01, 0.00, -0.02], [-0.02, 0.00, -0.04], [-0.03, -0.04, -0.09], [-0.09, 0.07, 0.11], [1.46, 0.99, -0.20], [-0.04, 0.04, 0.02], [-0.04, -0.04, 0.00], [-0.02, -0.03, 0.02], [0.05, -0.07, -0.13], [-0.08, -0.27, -0.11], [0.05, -0.14, -0.07], [-0.01, -0.02, 0.00], [0.01, -0.02, -0.06], [0.02, 0.10, 0.08], [0.21, -0.84, 0.27], [-0.02, 0.03, 0.02], [-0.01, -0.02, 0.00], [0.05, 0.07, -0.23], [0.29, 0.24, -0.30], [0.20, 0.38, 0.21], [-1.52, -0.66, -1.48], [0.13, -0.01, 0.15], [-0.10, 0.16, -0.25], [-0.05, -0.11, 0.01], [0.03, 0.05, -0.12], [0.04, 0.00, 0.05], [-0.02, -0.03, 0.00], [-0.24, 0.27, 1.06], [-0.07, 0.19, -0.10], [0.03, -0.09, 0.43], [0.36, 0.31, 0.28], [0.02, -0.28, -0.02], [0.08, 0.08, -0.12], [-0.01, -0.01, 0.00], [0.09, -0.05, -0.21], [0.03, 0.00, -0.01], [0.05, -0.06, 0.02], [-0.21, -0.22, 0.29], [-0.04, -0.07, -0.04], [0.00, -0.03, 0.00], [0.06, -0.09, 0.02], [-0.02, -0.27, -0.19], [0.03, -0.02, -0.02], [0.06, 0.03, 0.02], [-0.07, -0.16, -0.04], [-0.01, 0.05, 0.03], [-0.02, -0.07, -0.03], [0.00, 0.01, 0.02], [-0.04, 0.00, 0.01], [0.00, -0.01, 0.01], [0.02, 0.04, 0.02], [0.01, -0.02, -0.12], [0.00, -0.09, 0.02], [-0.05, -0.01, 0.01], [0.00, -0.06, -0.09], [-0.15, -0.13, 0.47], [0.04, 0.03, 0.02], [0.04, 0.03, -0.05], [-0.10, 0.16, -0.09]],
  "mulliken_spin": [0.00, -0.03, 0.00, 0.00, 0.00, 0.00, -0.03, 0.00, 0.00, 0.00, -0.04, 0.00, 0.00, 0.00, 0.00, 0.03, 0.01, 0.01, 0.03, 0.00, 0.00, 0.03, 0.00, 0.04, 0.04, -0.01, 0.00, 0.00, 0.01, 0.06, -0.09, 0.00, 0.00, 0.00, 0.00, -0.01, 0.02, 0.00, 0.00, 0.00, 0.08, 0.00, 0.00, 0.05, 0.03, 0.02, 2.68, -0.01, 0.01, 0.00, 0.00, 0.02, 0.01, -0.05, -0.03, -0.05, 0.05, -0.02, 0.00, 0.00, 0.00, 0.00, 0.00, 0.00, 0.00, 0.00, -0.01, 0.00, 0.00, 0.00, 0.07, 0.00, 0.00, 0.00, 0.00, 0.04, 0.00, 0.00, 0.00, 0.00, 0.00, 0.00, 0.00, 0.03, -0.02],
  "homo_lumo_gap_ev": [6.260, 6.553],
  "energy_ev": -74564.110,
  "e_above_lowest_ev": 2.864,
  "spin_multiplicity": 4,
  "charge": 1
}



(3)
{
  "formula": "C50H40BrHfN5OS4Te",
  "method": "ωB97M-V with the def2-TZVPD basis set",
  "elements": ["C", "C", "C", "H", "H", "N", "C", "C", "H", "H", "H", "C", "C", "N", "H", "C", "C", "H", "C", "C", "C", "H", "S", "Hf", "H", "H", "S", "C", "H", "C", "H", "Br", "C", "H", "H", "H", "C", "S", "C", "C", "C", "C", "C", "C", "C", "H", "C", "C", "C", "H", "H", "C", "C", "H", "C", "H", "C", "C", "H", "C", "C", "H", "C", "H", "N", "C", "S", "H", "H", "H", "N", "C", "H", "C", "H", "H", "H", "C", "H", "C", "H", "C", "C", "C", "C", "O", "C", "C", "H", "C", "C", "H", "H", "Te", "H", "C", "C", "C", "H", "H", "H", "H", "N"],
  "xyz": [[-1.638, 7.016, -5.413], [-1.433, -4.632, 0.983], [6.348, 0.442, 1.616], [-0.496, 4.333, -7.131], [3.446, 0.421, -7.440], [-1.243, -1.801, -1.292], [-0.499, -0.732, 4.602], [4.971, 0.378, 1.736], [-1.913, -6.661, 0.486], [8.290, -1.591, -1.951], [0.794, 3.096, -4.172], [-0.739, 0.561, 5.113], [-1.090, 1.578, 4.267], [-1.025, 2.114, -4.109], [-7.008, 4.468, -0.136], [-6.979, 3.697, -0.895], [4.156, 1.106, 0.866], [-1.371, -4.858, 2.036], [-2.128, 1.696, -1.975], [-4.537, 1.109, -2.203], [-1.173, 1.323, 2.892], [-8.902, 2.316, -3.314], [0.567, 1.908, -1.934], [-0.143, -0.491, 0.262], [6.985, -0.129, 2.278], [-1.426, -0.477, -2.845], [8.696, 1.270, 0.440], [-1.769, -5.663, 0.093], [0.257, -4.157, 2.942], [1.434, -0.217, -7.001], [-1.388, 2.113, 2.183], [1.873, -2.369, 0.035], [-8.045, 2.491, -2.676], [0.067, -1.698, 6.446], [4.515, -0.246, 2.493], [0.615, -3.836, 5.340], [2.740, 0.949, 0.905], [0.493, -0.458, -5.590], [-0.061, -1.825, 5.379], [1.541, 0.731, 0.907], [-1.779, -4.124, -1.740], [-1.402, -3.083, -0.859], [-1.268, 6.230, -6.493], [2.900, 0.326, -5.298], [-8.086, 3.479, -1.705], [7.086, -0.362, -1.474], [-1.528, -1.513, -2.548], [2.691, 0.206, -6.697], [7.928, -0.962, -1.140], [-6.866, 0.952, -3.595], [-2.189, -6.238, -1.923], [9.068, -0.112, -0.650], [6.922, 1.227, 0.623], [-2.020, 8.015, -5.576], [-1.215, -3.339, 0.540], [-1.785, 7.134, -3.277], [1.793, 0.025, -4.559], [-0.016, -3.212, 3.388], [0.161, 2.600, -5.736], [-0.686, -0.912, 3.215], [-3.399, 2.592, -3.806], [-1.357, 6.613, -7.502], [-0.113, 3.041, -4.772], [-2.559, 0.864, -4.762], [-3.385, 1.947, -2.511], [-6.898, 1.724, -2.834], [-2.100, 1.155, -0.305], [-4.694, 0.370, -3.003], [-0.885, 4.863, -2.909], [-8.979, 4.079, -1.578], [-0.986, 0.123, 2.386], [-1.007, 5.242, -3.918], [-4.969, 3.100, -0.427], [-5.837, 2.929, -1.055], [-2.326, -4.552, -3.780], [7.578, -1.602, -0.327], [-2.343, 2.357, -5.700], [-0.781, 4.946, -6.284], [-3.165, 3.653, -3.700], [-0.649, 4.437, -4.997], [4.110, 2.505, -0.762], [6.120, 1.993, -0.216], [4.743, 1.928, -0.100], [-1.942, -2.471, -3.477], [0.217, -3.013, 4.759], [10.223, -0.313, -0.909], [-2.333, 1.938, -4.694], [-1.927, -5.436, -1.245], [3.830, 0.639, -4.842], [-0.547, -2.202, 2.607], [-1.503, 6.519, -4.123], [-0.633, 0.731, 6.178], [-4.395, 2.509, -4.239], [1.669, -0.221, -2.451], [1.000, -0.383, -7.974], [-5.787, 1.934, -2.026], [-0.994, 1.942, -2.710], [-2.035, -3.777, -3.081], [-4.316, 0.568, -1.287], [-1.268, 2.579, 4.632], [6.580, 2.622, -0.967], [-2.158, -2.162, -4.490], [-0.933, -2.226, 1.289]],
  "forces_ev_per_a": [[0.02, 0.03, -0.08], [0.09, 0.39, 0.15], [-0.05, 0.00, -0.01], [0.00, -0.01, 0.01], [-0.01, 0.00, 0.01], [0.01, -0.37, -0.33], [-0.04, 0.05, -0.32], [0.01, 0.00, 0.01], [0.01, 0.01, 0.01], [0.03, 0.02, 0.02], [0.03, -0.07, -0.04], [-0.02, 0.01, -0.05], [0.01, -0.07, 0.14], [-0.02, 0.06, 0.03], [0.00, 0.00, 0.00], [0.02, -0.01, 0.02], [0.08, -0.01, -0.11], [-0.01, -0.01, -0.03], [0.18, 0.06, -0.20], [0.09, 0.08, -0.03], [0.00, 0.04, -0.11], [0.00, 0.01, 0.01], [0.21, 0.05, 0.24], [-1.51, -0.07, 0.36], [-0.01, 0.00, 0.01], [0.05, 0.02, 0.01], [-0.04, 0.07, 0.03], [-0.07, -0.16, -0.27], [-0.07, 0.01, 0.01], [-0.24, -0.03, 0.07], [0.05, 0.00, -0.01], [-0.10, 0.04, 0.03], [-0.02, 0.00, 0.01], [0.06, -0.02, -0.02], [-0.03, -0.02, -0.03], [-0.01, 0.00, -0.01], [-0.15, 0.20, 0.23], [0.32, 0.09, 0.02], [0.04, -0.14, 0.08], [0.63, 0.28, 0.07], [0.04, 0.36, 0.13], [-0.15, -0.49, -0.01], [-0.02, 0.02, 0.00], [0.07, 0.17, 0.24], [-0.05, 0.00, -0.02], [-0.04, 0.02, 0.00], [-0.04, 0.01, 0.09], [0.08, 0.02, -0.09], [0.06, -0.11, -0.11], [0.01, 0.00, 0.00], [-0.01, 0.02, 0.00], [-0.12, -0.05, 0.12], [0.30, 0.00, -0.03], [-0.01, -0.01, 0.02], [-0.20, -0.40, -0.09], [0.02, -0.02, 0.01], [-0.56, -0.45, 0.14], [-0.05, 0.07, -0.29], [0.03, 0.03, 0.00], [-0.02, -0.14, 0.38], [0.15, 0.01, -0.11], [-0.02, 0.01, 0.01], [-0.10, -0.06, -0.03], [-0.04, 0.00, -0.08], [0.01, 0.02, 0.17], [0.03, -0.01, 0.03], [0.16, -0.21, 0.43], [-0.01, -0.01, 0.01], [-0.04, -0.01, 0.00], [0.01, 0.01, 0.00], [0.32, -0.03, -0.30], [0.04, 0.01, 0.06], [0.01, -0.01, -0.03], [0.02, 0.05, 0.04], [0.00, 0.00, 0.00], [-0.02, 0.05, 0.02], [0.02, 0.00, -0.01], [-0.03, -0.05, 0.02], [-0.01, 0.07, -0.01], [0.00, 0.00, 0.01], [-0.01, -0.02, 0.00], [-0.04, -0.01, 0.00], [0.02, 0.01, 0.02], [-0.04, -0.08, -0.02], [-0.01, 0.13, 0.26], [-0.02, 0.04, -0.05], [-0.01, -0.06, 0.05], [-0.03, -0.20, 0.16], [0.02, -0.03, -0.05], [-0.10, -0.19, 0.41], [-0.02, -0.01, 0.03], [0.02, 0.04, -0.01], [-0.01, -0.04, 0.01], [0.66, 0.75, -0.98], [0.07, 0.01, -0.01], [-0.06, -0.07, -0.12], [-0.07, -0.23, 0.04], [0.01, 0.04, -0.04], [0.00, -0.06, 0.01], [-0.02, 0.00, -0.01], [0.00, -0.01, 0.00], [0.01, -0.02, -0.01], [0.23, 0.59, -0.30]],
  "lowdin_charge": [-0.09, -0.01, -0.09, 0.11, 0.10, -0.05, -0.15, -0.01, 0.11, 0.09, 0.09, 0.01, -0.03, -0.16, 0.10, -0.08, -0.24, 0.10, -0.69, -0.16, -0.13, 0.10, 0.49, 1.11, 0.11, 0.06, 1.02, -0.07, 0.10, -0.42, 0.08, 0.02, -0.09, 0.11, 0.12, 0.11, -0.17, 0.93, -0.04, -0.27, -0.15, -0.18, -0.09, -0.24, -0.10, 0.07, -0.17, -0.19, -0.05, 0.11, 0.11, -0.74, -0.56, 0.10, -0.27, 0.10, -0.91, -0.02, 0.11, -0.16, -0.11, 0.10, -0.16, 0.12, -0.14, -0.05, 0.61, 0.12, 0.12, 0.10, -0.03, -0.04, 0.11, -0.03, 0.12, 0.09, 0.13, -0.05, 0.12, -0.21, 0.12, -0.10, -0.02, -0.04, -0.07, 0.01, -0.14, -0.05, 0.10, -0.25, -0.08, 0.12, 0.13, 1.00, 0.07, -0.22, -0.71, 0.02, 0.07, 0.11, 0.11, 0.10, -0.12],
  "homo_lumo_gap_ev": 6.139,
  "energy_ev": -183983.951,
  "e_above_lowest_ev": 0.442
}



(4)
{
  "formula": "C4H11NS",
  "method": "ωB97M-V with the def2-TZVPD basis set",
  "elements": ["H", "H", "C", "H", "C", "H", "H", "C", "N", "H", "S", "H", "H", "H", "H", "H", "C"],
  "xyz": [[-0.988, -0.618, -1.740], [-1.163, -1.412, 0.744], [-0.348, 0.066, -1.154], [2.010, 1.357, 0.718], [-1.407, 0.559, 0.087], [1.084, 0.237, 1.770], [-0.850, 1.235, 0.668], [1.836, 0.358, 1.002], [2.141, 0.064, -1.689], [-1.965, -0.579, 1.947], [1.264, -0.687, -0.602], [2.717, -0.047, 1.340], [2.555, -0.664, -2.255], [-2.191, 1.067, -0.416], [-2.782, -1.174, 0.453], [0.009, 0.951, -1.772], [-1.920, -0.713, 0.899]],
  "forces_ev_per_a": [[0.98, -0.08, 0.04], [1.37, -1.51, -0.02], [-2.10, 1.80, 2.51], [-0.16, 1.16, -0.67], [1.40, -2.95, -1.70], [-0.25, 0.20, 0.21], [0.47, 0.86, 0.97], [-3.32, -1.32, -1.57], [0.69, -0.58, -0.42], [-0.57, 0.40, 1.02], [0.18, 2.10, 0.73], [2.08, -1.38, 0.37], [0.43, -0.10, -0.19], [-0.79, 0.56, -0.31], [-0.72, 0.17, 0.07], [-0.48, -1.20, 0.81], [0.79, 1.88, -1.84]],
  "nbo_charge": [0.22, 0.20, -0.58, 0.23, -0.39, 0.20, 0.20, -0.70, -1.17, 0.21, 0.96, 0.22, 0.35, 0.20, 0.21, 0.26, -0.62],
  "homo_lumo_gap_ev": 8.984,
  "energy_ev": -16648.710,
  "e_above_lowest_ev": 3.083
}